1.
{
  "formula": "C22H46O4",
  "method": "the ωB97M-V functional and the def2-TZVPD basis",
  "homo_lumo_gap_ev": 10.35,
  "homo_ha": -0.3491,
  "lumo_energy_ev": 0.86,
  "multiplicity": 1,
  "e_tot_ev": -31737.8034,
  "symbols": ["C", "C", "C", "C", "C", "C", "C", "C", "C", "O", "C", "C", "C", "C", "C", "C", "C", "C", "C", "O", "C", "O", "C", "C", "O", "C", "H", "H", "H", "H", "H", "H", "H", "H", "H", "H", "H", "H", "H", "H", "H", "H", "H", "H", "H", "H", "H", "H", "H", "H", "H", "H", "H", "H", "H", "H", "H", "H", "H", "H", "H", "H", "H", "H", "H", "H", "H", "H", "H", "H", "H", "H"],
  "coordinates": [[9.4596, -3.5619, 1.7100], [10.0090, -2.7066, 0.4111], [9.1867, -1.2740, 0.1785], [7.7919, -1.5081, -0.6532], [7.2572, -0.0677, -1.2478], [6.2858, 0.6550, -0.1185], [5.3488, 1.7350, -0.9631], [3.8018, 1.4950, -0.4570], [2.8078, 0.8895, -1.6493], [1.4459, 0.5885, -1.1673], [0.7561, 1.8811, -0.8690], [-0.8488, 1.6344, -0.4687], [-1.7791, 1.2662, -1.7919], [-2.9096, 0.0818, -1.4701], [-4.3631, 0.7552, -0.9887], [-5.2663, -0.4293, -0.2883], [-6.7290, -0.6752, -1.0021], [-7.4652, -1.9092, -0.1622], [-9.0963, -1.7257, -0.0319], [-9.8434, -2.0463, -1.2688], [-11.2194, -2.4818, -0.8757], [-1.3685, 2.9049, 0.0607], [-1.2196, 3.0083, 1.5207], [-2.2397, 1.9884, 2.3628], [-3.2922, 2.7871, 3.0184], [-3.8549, 1.8805, 4.0599], [8.5230, -3.0823, 2.2307], [10.3647, -3.6883, 2.4631], [9.1776, -4.6530, 1.3361], [10.0235, -3.3464, -0.5869], [11.1439, -2.4240, 0.6369], [9.8542, -0.5528, -0.4767], [9.0414, -0.7644, 1.2245], [6.9331, -1.9866, 0.0240], [8.0203, -2.2790, -1.5220], [6.5629, -0.3015, -2.1873], [8.1148, 0.6935, -1.4888], [6.8691, 1.2187, 0.7249], [5.6542, -0.2239, 0.3653], [5.7036, 2.8633, -0.8100], [5.4138, 1.5548, -2.1395], [3.4082, 2.5405, -0.0772], [3.7044, 0.7522, 0.4426], [3.2973, -0.1565, -1.9473], [2.8135, 1.5617, -2.6232], [1.2215, 2.4289, 0.0799], [0.8220, 2.5401, -1.8341], [-0.8466, 0.7426, 0.2889], [-2.4291, 2.2370, -2.0367], [-1.1384, 1.0264, -2.7554], [-2.5206, -0.7102, -0.6917], [-3.1561, -0.4657, -2.5008], [-4.1309, 1.5411, -0.1239], [-4.9075, 1.3224, -1.8606], [-5.4783, -0.2145, 0.8619], [-4.6164, -1.4258, -0.3406], [-7.4617, 0.2627, -0.9182], [-6.6308, -0.9959, -2.1306], [-7.2644, -2.9516, -0.6815], [-7.0452, -1.9750, 0.9460], [-9.4544, -2.5238, 0.7785], [-9.4271, -0.6760, 0.3999], [-11.9120, -2.3976, -1.8316], [-11.6690, -1.8030, -0.0091], [-11.2327, -3.5947, -0.4580], [-1.5924, 4.1041, 1.8124], [-0.1034, 2.9466, 1.9040], [-1.5596, 1.3799, 3.0966], [-2.7601, 1.2061, 1.6379], [-3.3119, 2.1936, 5.0737], [-3.6554, 0.7673, 3.7556], [-5.0182, 2.1439, 4.0997]],
  "forces_ev_per_a": [[0.5, -0.8, -0.7], [0.5, 0.9, 0.3], [0.4, -0.8, -0.4], [0.4, 0.4, 0.1], [-0.8, -0.6, 1.1], [0.2, -0.1, -1.5], [-0.5, -0.5, 0.4], [-0.9, 1.1, -0.4], [1.4, -0.8, 0.2], [0.8, 2.6, -0.1], [-0.9, 0.1, 0.4], [1.0, -0.4, -1.7], [-0.8, 0.3, 0.4], [-0.5, 0.8, -1.2], [0.9, -0.3, 1.5], [-0.3, -0.1, -0.4], [-0.4, -0.8, 0.9], [-0.7, 0.1, -0.4], [0.0, -1.1, 1.2], [-1.0, -0.1, 2.3], [-0.5, 0.1, 0.0], [1.0, -1.7, 1.7], [-1.1, 1.1, 1.0], [1.1, 0.2, -1.3], [1.2, -2.9, 0.4], [-0.5, 1.2, 0.2], [1.9, -0.9, -1.0], [-2.1, 0.3, -1.4], [0.4, 2.3, 1.0], [-0.2, 1.3, 2.1], [-2.4, -0.6, -0.6], [-1.3, -1.5, 1.3], [0.1, -0.9, -2.0], [1.9, 1.0, -1.4], [-0.5, 1.7, 1.7], [1.7, 0.7, 1.9], [-1.5, -1.7, 0.1], [-1.0, -1.2, -1.6], [1.1, 2.1, -1.0], [-0.9, -2.5, -0.1], [-0.1, 0.2, 2.6], [0.5, -2.1, -0.8], [0.4, 1.4, -1.7], [-1.2, 2.2, 0.6], [-0.2, -1.1, 2.0], [-0.8, -1.1, -2.2], [-0.1, -0.9, 1.9], [-0.3, 1.7, -1.2], [1.6, -2.0, 0.5], [-1.1, 0.3, 2.2], [-0.8, 1.6, -1.5], [0.7, 0.9, 2.3], [-0.4, -1.4, -2.0], [1.1, -1.3, 1.6], [0.5, -0.3, -2.4], [-1.6, 2.0, 0.1], [1.9, -1.9, -0.2], [-0.1, 0.8, 2.3], [-0.4, 2.1, 1.1], [-0.9, 0.3, -2.3], [0.8, 1.6, -1.5], [0.8, -1.8, -1.1], [1.6, -0.2, 2.0], [1.0, -1.2, -1.9], [0.2, 2.2, -1.0], [0.8, -2.4, -0.8], [-2.2, -0.3, -1.0], [-1.5, 1.2, -0.9], [1.1, 1.6, 1.3], [-1.3, -1.1, -2.0], [-0.6, 2.1, 0.8], [2.6, -0.8, 0.1]]
}

***

2.
{
  "formula": "C5H7O4Tl",
  "method": "the ωB97M-V functional and the def2-TZVPD basis",
  "homo_lumo_gap_ev": [7.43, 7.44],
  "e_above_lowest_kcal_mol": 8.3,
  "homo_ha": [-0.2940, -0.2940],
  "lumo_energy_ev": [-0.57, -0.56],
  "multiplicity": 1,
  "e_tot_ev": -18177.6667,
  "symbols": ["O", "C", "O", "O", "Tl", "C", "O", "H", "H", "C", "C", "C", "H", "H", "H", "H", "H"],
  "coordinates": [[-0.3268, 0.8829, -0.7449], [-1.0112, 1.9344, -0.1657], [-0.2067, 2.7675, 0.3268], [-2.2085, 1.7810, 0.1191], [1.8251, 2.1336, -0.3138], [3.6027, -0.6505, 0.1352], [3.6017, 0.5358, -0.1113], [4.5262, -1.2494, 0.0344], [2.6622, -1.1995, 0.3357], [-1.0866, -0.3971, -1.0815], [-1.3171, -1.2154, 0.1283], [-2.1100, -0.8026, 1.1442], [-0.4571, -0.9185, -1.8142], [-2.0317, -0.0684, -1.5325], [-0.7152, -2.1234, 0.2360], [-2.8959, -1.4582, 1.5255], [-1.8513, 0.0478, 1.7788]],
  "forces_ev_per_a": [[0.1, -1.5, -1.7], [-2.5, -1.5, 3.1], [-0.5, 1.3, -0.2], [1.1, 0.6, -1.6], [0.3, 1.8, -0.9], [0.0, 0.1, -0.9], [1.3, -2.0, 0.7], [-0.1, 0.1, 0.3], [0.2, 0.1, 0.2], [1.6, 2.2, 0.6], [0.2, 0.0, -0.2], [0.2, -0.6, 1.3], [-0.2, 0.3, 0.2], [0.3, -0.2, 0.2], [-1.5, -0.9, -0.8], [1.1, -0.7, 1.0], [-1.4, 1.0, -1.3]]
}

***

3.
{
  "formula": "C5H9F",
  "method": "the ωB97M-V functional and the def2-TZVPD basis",
  "homo_lumo_gap_ev": [7.36, 6.80],
  "s_squared": 2.016,
  "e_above_lowest_kcal_mol": 54.7,
  "homo_ha": [-0.2355, -0.3291],
  "lumo_energy_ev": [0.95, -2.15],
  "multiplicity": 3,
  "e_tot_ev": -8041.0815,
  "symbols": ["C", "C", "C", "C", "C", "F", "H", "H", "H", "H", "H", "H", "H", "H", "H"],
  "coordinates": [[-1.7178, 1.8058, 0.1546], [-0.1294, 0.2791, 0.1497], [1.1886, 0.1297, 0.1548], [-1.0335, -0.9043, -0.0550], [2.0831, -1.0222, -0.2403], [1.9152, 1.3281, 0.2254], [-1.6355, 2.1298, -0.8545], [-2.3968, 1.0813, 0.5019], [-1.4247, 2.6443, 0.8589], [-0.5046, -1.8485, -0.4470], [-1.8878, -0.5498, -0.6177], [-1.5993, -1.1802, 0.9691], [3.0894, -0.5351, -0.1581], [1.9097, -1.5417, -1.1677], [2.1434, -1.8162, 0.5260]],
  "forces_ev_per_a": [[-1.8, 5.0, 1.2], [3.8, -4.9, 0.1], [-0.7, 1.7, -1.3], [-1.4, -0.4, 2.7], [1.4, 0.5, 1.9], [0.0, -0.8, 0.5], [0.0, -0.4, -0.8], [-0.6, -0.6, 0.2], [-0.2, -1.4, -0.6], [-0.8, 1.6, 0.4], [0.0, -0.6, -0.9], [1.5, 0.3, -1.9], [-0.6, -0.7, -0.7], [-0.2, 0.4, -0.6], [-0.4, 0.4, -0.1]]
}

***

4.
{
  "formula": "C3H6N2S2",
  "method": "the ωB97M-V functional and the def2-TZVPD basis",
  "homo_lumo_gap_ev": 7.95,
  "e_above_lowest_kcal_mol": 77.2,
  "homo_ha": -0.3016,
  "lumo_energy_ev": -0.26,
  "multiplicity": 1,
  "e_tot_ev": -27855.7474,
  "symbols": ["C", "C", "C", "N", "N", "S", "S", "H", "H", "H", "H", "H", "H"],
  "coordinates": [[-1.7450, 0.4620, 0.0049], [2.3144, 0.6129, -0.3147], [-2.0596, -0.5584, 1.1325], [-0.7991, 0.1251, -0.8114], [-0.0452, -0.3020, -1.5614], [2.2366, 1.7543, -1.4057], [3.3157, -0.8717, -0.3745], [-2.1836, 1.5136, 0.0920], [1.9077, 0.7210, 0.6977], [-2.8807, -0.2073, 1.6696], [-1.2096, -0.7261, 1.7564], [-2.2741, -1.5341, 0.7647], [3.4225, -0.9894, -1.6502]],
  "forces_ev_per_a": [[-0.7, 0.4, 1.5], [1.4, -1.0, 0.9], [1.3, 0.7, -1.9], [0.1, -0.2, -1.2], [-1.1, 0.4, 1.1], [-0.1, 0.7, -0.7], [-1.0, 0.5, 1.9], [1.2, -1.7, -0.7], [-0.1, -0.1, -0.3], [-1.2, 0.5, 1.1], [0.6, 0.3, 0.8], [-0.5, -0.8, -0.7], [0.2, 0.2, -1.7]]
}

***

5.
{
  "formula": "C8H12O2",
  "method": "the ωB97M-V functional and the def2-TZVPD basis",
  "homo_lumo_gap_ev": [6.33, 7.65],
  "s_squared": 2.007,
  "charge": 2,
  "homo_ha": [-0.6107, -0.7551],
  "lumo_energy_ev": [-10.29, -12.89],
  "multiplicity": 3,
  "e_tot_ev": -12558.2910,
  "symbols": ["C", "C", "C", "C", "C", "C", "C", "C", "O", "O", "H", "H", "H", "H", "H", "H", "H", "H", "H", "H", "H", "H"],
  "coordinates": [[0.0038, 1.1475, 1.2708], [0.5984, 1.1183, -0.0686], [0.7631, 2.4513, 1.3669], [1.3763, -0.8329, -0.4948], [-0.8722, 0.5184, 2.0746], [0.9053, 0.2917, -1.2580], [-1.6124, -0.6952, 1.8485], [-0.3216, -0.0422, -2.1689], [1.2778, 2.2297, 0.0868], [1.2834, -1.2944, 0.5532], [0.2000, 3.3539, 1.5252], [1.5848, 2.4605, 2.1135], [2.9341, -2.7029, -1.2548], [2.4674, -1.9403, -1.1695], [-0.8623, 0.7682, 3.0772], [1.5904, 0.7612, -1.9584], [-2.6952, -0.7047, 2.2228], [-1.2295, -1.4082, 2.5974], [-1.7980, -0.9708, 0.8452], [-1.0930, -0.8543, -1.8730], [0.0066, -0.5822, -3.1355], [-0.8612, 0.8079, -2.6242]],
  "forces_ev_per_a": [[1.6, 2.2, -2.2], [0.0, 0.4, -1.0], [0.1, -0.1, 3.3], [-0.1, -1.7, 2.9], [-1.7, -2.7, 0.7], [-2.3, 0.5, -1.5], [-2.0, 0.5, 0.6], [-1.3, -3.2, -2.5], [1.0, 0.7, -1.9], [0.4, -0.1, -1.4], [-0.4, 0.5, -0.4], [-0.4, -0.2, -0.2], [-1.5, 2.5, 0.2], [1.9, -2.7, -0.8], [0.2, 1.1, 2.1], [0.7, 0.1, 0.5], [1.0, 0.6, 0.1], [0.2, -0.5, -0.3], [0.7, -0.8, -1.1], [1.2, 1.7, 0.5], [0.3, 0.9, 1.5], [0.5, 0.1, 1.0]]
}

***

6.
{
  "formula": "C15H14F16N2O4",
  "method": "the ωB97M-V functional and the def2-TZVPD basis",
  "homo_lumo_gap_ev": 10.54,
  "e_above_lowest_kcal_mol": 0.0,
  "homo_ha": -0.3772,
  "lumo_energy_ev": 0.28,
  "multiplicity": 1,
  "e_tot_ev": -70429.7509,
  "symbols": ["F", "C", "F", "C", "F", "F", "C", "O", "C", "F", "F", "C", "F", "F", "H", "H", "H", "H", "F", "C", "F", "C", "F", "F", "C", "O", "C", "F", "F", "C", "F", "F", "H", "H", "H", "H", "N", "C", "O", "C", "C", "N", "C", "O", "C", "H", "H", "H", "H", "H", "H"],
  "coordinates": [[0.3217, 1.0047, -1.7388], [0.2228, -0.3035, -1.4312], [1.4684, -0.8300, -1.5695], [-0.7617, -1.0482, -2.3306], [-0.3320, -1.0632, -3.6131], [-0.7770, -2.3463, -1.9252], [-2.2208, -0.5568, -2.2963], [-2.6309, 0.3366, -3.3287], [-2.3600, 1.6917, -3.1772], [-1.9695, 1.9491, -1.9147], [-3.5344, 2.3362, -3.3489], [-1.3632, 2.2095, -4.2186], [-0.2049, 1.5208, -4.1785], [-1.0687, 3.5083, -3.9756], [-0.0638, -0.3963, -0.3798], [-2.8364, -1.4422, -2.4569], [-2.5099, -0.1927, -1.3094], [-1.7796, 2.1237, -5.2245], [-0.1742, -2.9181, 2.7804], [-0.4671, -2.4000, 3.9911], [0.3076, -3.0493, 4.8940], [-1.9413, -2.5722, 4.3563], [-2.2555, -3.8802, 4.4883], [-2.1201, -2.0140, 5.5868], [-2.9602, -1.9031, 3.4159], [-3.5641, -2.7198, 2.4157], [-2.8736, -2.9260, 1.2297], [-1.8339, -2.0685, 1.1471], [-3.7231, -2.5797, 0.2340], [-2.4549, -4.3883, 1.0450], [-1.7057, -4.8186, 2.0787], [-1.7110, -4.5314, -0.0745], [-0.1836, -1.3435, 4.0017], [-3.7958, -1.6041, 4.0490], [-2.5785, -0.9709, 2.9970], [-3.3333, -5.0331, 0.9675], [7.2912, 4.2073, 0.3311], [6.7065, 3.3287, -0.0463], [5.8794, 2.6017, -0.7755], [4.5482, 2.8090, -0.2311], [3.4651, 3.4987, -1.1075], [2.3318, 3.5448, -0.1237], [2.4747, 2.4280, 0.7892], [1.8367, 2.2055, 1.7430], [3.7100, 1.6019, 0.2528], [4.6597, 3.4363, 0.6813], [3.0768, 2.7476, -1.8303], [3.7142, 4.4488, -1.6046], [2.5686, 4.4099, 0.3741], [4.1364, 0.9178, 1.0028], [3.3690, 1.0332, -0.6419]],
  "forces_ev_per_a": [[0.0, -0.1, 0.0], [0.6, -0.1, 0.5], [-0.1, -0.1, -0.1], [-0.4, 0.1, -0.8], [0.2, 0.1, 0.1], [0.1, 0.1, 0.4], [-0.7, -0.3, 0.1], [0.9, 0.5, 0.1], [-0.8, -0.9, 0.7], [0.1, 0.4, -0.2], [0.2, 0.2, -0.3], [0.3, 0.2, -0.5], [-0.2, 0.0, 0.0], [-0.2, 0.0, 0.1], [-0.1, -0.1, 0.0], [0.2, 0.0, -0.1], [0.3, 0.1, 0.0], [-0.1, 0.0, 0.1], [0.0, 0.1, 0.2], [0.7, 0.1, 0.3], [-0.2, 0.0, 0.1], [-0.6, -0.6, -0.2], [0.2, 0.0, 0.0], [0.3, 0.3, -0.1], [-0.6, 0.5, 0.1], [0.9, -0.4, -0.2], [-0.6, 1.1, 0.7], [0.1, -0.2, -0.4], [0.1, -0.4, -0.2], [0.1, -0.7, -0.1], [-0.2, 0.1, 0.0], [-0.1, 0.3, -0.1], [-0.1, 0.0, 0.0], [0.0, -0.2, 0.1], [0.2, -0.2, 0.0], [-0.1, 0.2, 0.0], [2.7, 2.9, 2.2], [-2.9, -2.8, -3.5], [0.0, -0.2, 1.1], [-1.2, 0.4, 0.9], [-0.4, -1.9, -0.1], [1.3, 1.1, 0.6], [2.5, 0.0, -3.1], [-1.4, -0.2, 1.7], [-0.4, 0.0, -0.4], [0.2, -0.1, -0.6], [0.8, 0.7, -0.2], [-0.2, -0.3, 0.5], [-1.2, -0.2, 0.4], [-0.2, 0.5, -0.3], [0.3, 0.1, 0.6]]
}